Entry from the Open Molecules 2025 dataset: C24H21N5O5S in the gas phase (ωB97M-V/def2-TZVPD).

Output
- spin multiplicity = 1
- E_tot (Ha) = -1975.3397
- energy relative to the best compared isomer or geometry (same formula, charge and spin) (kJ/mol) = 145.79
- molecular weight (g mol⁻¹) = 491.529
- SMILES = COc1ccc(-n2c(SCC(=O)Nc3cc(C)on3)nc3c([nH]c4ccccc43)c2=O)cc1OC

XYZ file:
```
56
Properties=species:S:1:pos:R:3:forces:R:3:mulliken_charge:R:1
H 0.021 1.696 2.507 0.0 0.1 -0.1 0.5242
H 2.689 -3.236 6.898 0.0 0.1 0.0 0.2881
C 1.570 -1.124 4.675 -0.1 0.1 -0.2 0.0682
C -1.078 -1.304 1.123 -0.2 -0.1 -0.1 0.5263
H 1.254 -2.369 2.987 0.0 -0.1 0.0 0.5319
N 1.179 1.707 -2.970 0.2 0.1 -0.5 -0.0125
S 2.366 0.660 0.575 0.5 0.4 0.0 -0.1046
C -3.357 -2.356 -3.134 -0.1 -0.1 -0.1 -0.9220
N 0.166 -0.657 1.267 -0.1 -0.1 0.0 0.5208
C 0.911 -0.247 0.206 0.4 0.0 -0.8 0.7636
C 1.435 0.178 5.198 0.1 -0.1 0.1 1.5603
H -3.999 1.579 -4.729 -0.1 0.0 0.0 0.2576
H 3.212 -1.533 6.913 -0.1 -0.1 0.0 0.2483
H -1.518 -1.540 -5.860 0.0 0.0 -0.1 0.4071
H -4.307 -2.787 -2.859 -0.1 0.0 0.0 0.4301
C -3.001 -2.186 -4.455 -0.1 -0.1 0.2 -0.5648
H -3.900 3.035 -3.725 0.0 0.0 0.0 0.3376
C -0.852 -1.250 -3.861 -0.1 -0.1 0.0 -0.2574
C 1.149 -1.368 3.372 0.0 0.2 0.1 0.0199
O 0.509 2.455 -0.932 -0.2 0.2 0.0 -0.6184
C -1.267 2.294 -3.219 -0.2 0.0 -0.4 0.1834
H 0.658 1.990 7.069 0.0 0.0 0.0 0.3638
O -1.737 -1.639 2.088 -0.1 -0.1 0.0 -0.6928
N -2.546 -2.003 -0.801 -0.3 -0.1 0.4 0.0076
C -2.033 2.263 -4.348 0.4 0.0 0.6 0.1034
O -1.272 1.902 -5.394 -0.9 0.2 0.0 -0.1242
H 2.275 2.451 6.459 0.0 0.0 0.0 0.3578
H 1.517 -1.949 7.272 0.1 0.0 0.0 0.2977
O 2.097 -2.213 5.294 0.0 0.1 -0.3 -0.4737
H 2.113 1.634 8.033 0.0 0.1 -0.1 0.2564
C -1.198 -1.380 -2.517 -0.4 -0.2 0.0 0.9449
N 0.630 -0.443 -1.039 0.2 -0.2 0.2 -0.4755
H 3.057 0.570 -1.728 0.0 0.1 -0.1 0.4274
H -3.604 3.126 -5.476 -0.1 0.1 0.0 0.3607
C -1.408 -1.468 -0.261 0.6 0.3 -0.5 -0.5926
H -1.542 2.541 -2.218 -0.1 0.1 0.2 0.5582
H 0.108 -0.847 -4.141 0.1 0.1 -0.1 0.5019
C -3.473 2.522 -4.581 0.2 -0.1 -0.2 -1.2901
C 0.604 -0.363 2.594 0.1 0.1 0.6 -2.3268
C 2.391 -2.212 6.673 0.1 -0.1 0.5 -0.7644
C 0.017 1.908 -3.682 -0.8 0.2 -0.6 0.1826
C -2.449 -1.952 -2.162 0.4 0.2 -0.4 -0.5816
O 1.873 0.414 6.475 0.0 -0.3 -0.4 -0.4548
N -0.001 1.681 -4.976 1.3 -0.2 0.4 -0.7438
C -1.762 -1.646 -4.814 0.2 0.1 -0.1 -0.7656
H 1.915 1.261 -3.498 0.0 0.0 0.2 0.3123
C 1.713 1.699 7.022 0.0 0.2 0.1 -0.9576
H 0.755 2.167 4.785 0.0 0.1 0.1 0.4011
C 1.315 1.882 -1.624 0.4 0.2 -0.2 0.3617
H 3.352 2.158 -0.956 0.0 0.0 0.0 0.4337
H -3.688 -2.485 -5.232 -0.1 0.0 0.0 0.4016
C 2.638 1.345 -1.089 -0.2 -0.4 0.5 -0.6081
H -3.316 -2.362 -0.261 0.1 0.0 0.0 0.2012
C 0.873 1.167 4.400 0.0 0.0 0.1 -0.6442
C -0.553 -1.061 -1.284 -0.7 -0.3 0.9 0.9900
C 0.453 0.912 3.108 -0.1 -0.2 -0.1 -0.1558
```
Positions in Å, forces in eV/Å.

Entry from the Open Molecules 2025 dataset: C4H8O2S in the gas phase (ωB97M-V/def2-TZVPD).

Output
- spin multiplicity = 1
- E_tot (Ha) = -705.6966
- energy relative to the best compared isomer or geometry (same formula, charge and spin) (kJ/mol) = 522.48
- molecular weight (g mol⁻¹) = 120.173

XYZ file:
```
15
Properties=species:S:1:pos:R:3:forces:R:3:mulliken_charge:R:1
H -0.486 -0.965 1.511 0.2 -0.4 0.8 0.4492
H -0.549 1.429 1.250 -0.9 1.0 0.1 0.2969
O 3.031 0.149 -0.485 3.0 -0.3 -1.1 -0.6843
H -1.805 1.439 -0.100 0.4 -0.3 0.1 0.2801
H -1.659 -1.324 -1.007 -2.9 0.6 -1.5 0.4283
H -2.120 0.736 1.515 -0.8 0.2 0.3 0.3769
O 1.099 2.591 -0.366 -0.6 2.1 -0.1 -0.2475
H -0.766 -2.509 -0.370 0.5 0.4 0.4 0.2938
C -1.380 0.913 0.761 1.3 -2.2 0.4 -1.0887
C 1.109 1.484 -0.147 0.6 -1.4 -0.2 0.5985
H 3.488 -0.579 -1.020 -1.3 1.4 0.9 0.2876
S 1.364 -0.073 0.002 -0.7 -2.8 1.1 0.0195
C -0.717 -1.439 -0.643 0.1 -1.0 2.1 -1.2122
C -0.584 -0.464 0.582 0.9 2.1 -3.4 -0.1302
H -0.027 -1.387 -1.481 0.2 0.4 0.2 0.3321
```
Positions in Å, forces in eV/Å.

Entry from the Open Molecules 2025 dataset: a molecular structure, C49H34F3N4O4P2RhS3 (ωB97M-V/def2-TZVPD).

Output
- spin multiplicity = 1
- E_tot (Ha) = -4694.6193
- molecular weight (g mol⁻¹) = 1060.884
- net charge = +2

XYZ file:
```
100
Properties=species:S:1:pos:R:3:forces:R:3:mulliken_charge:R:1
C 1.797 0.768 3.813 0.0 0.0 0.0 -0.0126
H 3.221 1.668 5.127 0.0 0.0 0.0 0.5400
C 3.146 -1.624 1.645 0.1 0.0 -0.1 0.0898
H 6.458 -2.426 -0.145 0.0 0.0 0.0 0.4774
H 0.819 -1.451 6.805 0.0 0.0 0.0 0.4990
H 3.410 -1.221 -4.898 0.0 0.0 0.0 0.5021
C -5.160 -0.145 -1.168 0.0 0.0 0.0 -0.9676
H -6.180 -0.407 -1.416 0.0 0.0 0.0 0.5774
H -3.123 0.672 1.376 0.0 0.0 -0.1 0.2651
S -5.561 -0.659 -5.664 0.0 0.0 0.0 0.1961
C -0.511 -2.938 2.406 -0.1 0.0 0.0 -0.5469
C -2.722 2.509 3.953 0.0 0.0 0.0 -0.9352
H -2.114 0.489 4.359 0.0 0.0 0.0 0.5856
H -5.484 0.127 0.935 0.0 0.0 0.0 0.6034
H 0.765 1.389 -5.481 0.0 0.0 0.0 0.5878
C -4.211 -0.057 -2.187 0.2 0.1 0.1 0.3750
C -3.263 -2.990 2.761 -0.1 0.0 0.0 -0.9725
H 3.381 2.496 -1.631 0.0 0.0 -0.1 0.4420
C -1.249 1.237 2.542 0.2 0.0 -0.1 -0.6249
C 1.505 2.557 0.809 -0.1 -0.2 -0.2 0.2951
C -4.773 0.136 0.121 0.0 0.1 0.0 -1.1928
S -0.159 2.217 0.230 -0.1 -0.9 -0.3 1.8019
O 0.038 -1.645 -2.357 0.0 -0.2 0.0 -0.8810
H 2.214 -1.421 2.138 -0.1 0.0 0.1 -0.1813
H 3.884 -2.825 3.252 0.0 0.0 0.0 0.5519
O 0.698 -2.275 -0.138 -0.4 -0.3 -0.3 -1.1967
C -4.529 -0.255 -3.581 0.2 0.0 -0.3 0.8420
H -0.596 -5.067 2.573 0.0 0.0 0.0 0.4953
H 0.561 -2.926 2.259 0.0 0.0 0.0 0.3067
C 3.874 1.887 -3.624 0.0 0.1 0.0 -0.6763
C 5.529 -2.199 0.361 0.1 -0.1 0.0 -0.8025
C -3.439 0.436 0.373 -0.2 0.0 -0.1 -0.2362
C 5.286 -2.706 1.628 0.0 0.0 0.0 -0.8411
C 0.232 1.218 -3.413 0.0 0.2 -0.1 -0.6873
C 2.912 -0.626 -2.907 0.0 0.1 0.1 -0.2411
N -4.017 -0.241 -5.810 0.1 0.0 -0.1 -0.6819
C -1.890 0.496 -2.893 0.0 0.0 -0.3 -0.1287
C -1.162 -4.145 2.581 0.0 0.0 0.0 -0.8768
H -3.050 -5.118 2.884 0.0 0.0 0.0 0.4166
P 2.243 0.107 -0.335 -0.9 -0.1 -0.5 4.7041
C 4.086 -2.422 2.268 0.0 0.0 0.0 -0.9093
H -0.318 -1.749 4.665 0.0 0.0 0.0 0.4994
H -3.196 -0.863 2.606 0.0 -0.1 0.1 0.5459
O 1.103 -3.836 -1.994 0.1 -0.1 0.0 -0.7038
C 4.590 -1.395 -0.269 0.0 0.1 0.0 -0.8509
O -0.547 3.290 -0.667 0.0 -0.2 -0.1 -0.7961
C -2.626 3.598 3.093 0.0 0.0 0.0 -0.9106
C -2.211 0.367 -4.247 0.1 0.1 0.2 0.4635
H -1.764 4.347 1.259 0.0 0.0 0.0 0.6787
C 2.903 0.421 -1.982 0.0 0.0 0.0 -0.0850
H 4.268 1.012 -5.540 0.0 0.0 0.0 0.4496
C 2.532 1.657 0.571 -0.1 -0.1 0.0 -0.6446
H 4.251 2.861 -3.904 0.0 0.0 0.0 0.4590
C 3.401 -0.408 -4.184 0.0 0.0 0.0 -1.0074
C 3.811 1.975 1.028 0.0 0.0 0.0 -0.6041
H 3.173 5.007 2.409 0.0 0.0 0.0 0.4488
C -1.405 -3.425 -1.183 0.1 0.1 -0.1 0.7877
P -0.259 -0.244 2.152 -0.8 -0.5 -0.4 2.1378
C -1.834 3.522 1.957 0.1 0.1 -0.1 -0.8321
H 1.181 1.589 -3.062 0.0 -0.1 0.0 0.8918
H 5.030 3.406 2.046 0.0 0.0 0.0 0.5019
F -2.034 -3.608 -2.336 0.0 0.0 0.0 -0.2573
N -5.709 -0.604 -4.065 -0.1 0.0 0.1 -0.6712
C -2.890 0.271 -1.856 -0.2 0.0 0.0 -0.7031
C -2.033 1.334 3.687 0.1 0.0 0.0 0.3104
F -1.417 -4.547 -0.488 0.1 0.0 0.0 -0.2328
C 1.099 -0.827 5.966 0.0 0.0 0.0 -0.8001
H 6.025 -3.329 2.112 0.0 0.0 0.0 0.4368
C -1.238 -1.743 2.409 0.0 0.0 -0.1 1.0017
C 2.095 0.126 6.109 0.0 0.0 0.0 -0.8900
C 4.035 3.172 1.690 0.0 0.0 0.0 -1.0061
H -1.477 0.540 -6.250 0.0 0.0 0.0 0.5830
H 4.802 -1.006 -1.254 0.0 0.0 0.0 0.4451
C -0.012 1.118 -4.781 -0.1 0.0 0.0 -1.1875
Rh -0.251 -0.067 -0.438 2.4 5.1 2.6 0.4863
C -1.236 0.662 -5.203 0.0 0.0 0.0 -0.8119
N -2.511 0.477 -0.575 0.4 -0.9 -0.1 0.9830
H 2.548 -1.606 -2.633 0.0 0.0 0.0 0.5041
C 3.879 0.846 -4.543 0.0 0.0 0.0 -0.7452
H 4.628 1.282 0.866 0.0 0.0 0.0 0.5865
C 0.794 -0.190 3.664 0.2 0.0 -0.3 1.0145
H 2.079 1.398 2.988 0.0 0.1 -0.1 0.2522
C 2.444 0.922 5.027 0.0 0.0 0.0 -0.9088
H -4.334 -3.011 2.910 0.0 0.0 0.0 0.4795
H 0.898 4.457 1.604 0.0 0.0 0.0 0.5814
C 1.719 3.768 1.451 -0.1 0.1 0.0 -0.4173
C -1.139 2.350 1.717 -0.1 -0.4 -0.2 0.3391
S 0.312 -2.776 -1.471 -0.5 -0.6 -0.2 1.5419
C -3.552 -0.046 -4.588 -0.2 -0.1 0.2 0.8214
C -2.541 -4.173 2.756 0.0 0.0 0.0 -0.9160
H -3.170 4.508 3.307 0.0 0.0 0.0 0.4943
C -2.617 -1.775 2.584 0.0 0.0 0.1 -0.8552
C 2.994 4.072 1.897 0.0 0.0 0.0 -0.8893
H 2.599 0.246 7.058 0.0 0.0 0.0 0.4473
H -3.344 2.573 4.836 0.0 0.0 0.0 0.4769
C 0.450 -0.994 4.751 0.0 -0.1 -0.1 -1.0554
F -2.094 -2.485 -0.486 0.0 -0.1 -0.1 -0.1311
N -0.665 0.901 -2.497 0.0 -1.0 0.4 0.6207
C 3.396 -1.087 0.384 -0.3 -0.1 0.0 0.0969
C 3.385 1.680 -2.342 0.1 -0.1 0.1 -1.0156
```
Positions in Å, forces in eV/Å.

Entry from the Open Molecules 2025 dataset: a molecular structure, C16H27N2O3S3SiY (ωB97M-V/def2-TZVPD).

Output
- spin multiplicity = 1
- E_tot (Ha) = -2483.7850
- energy relative to the best compared isomer or geometry (same formula, charge and spin) (kJ/mol) = 4.43
- molecular weight (g mol⁻¹) = 508.596

XYZ file:
```
53
Properties=species:S:1:pos:R:3:forces:R:3:mulliken_charge:R:1
H -0.839 -3.190 2.163 0.0 0.0 0.0 0.4729
H -4.539 -0.025 -0.283 0.0 0.0 0.0 0.3965
H -2.797 1.027 2.841 0.0 0.0 0.0 0.3105
C -3.190 2.346 -0.331 0.0 0.0 0.0 -1.5127
C 1.346 2.525 0.263 0.1 0.1 0.0 1.6038
H -0.539 -0.109 2.455 0.0 0.0 0.0 0.1268
Si -0.611 0.582 -0.300 0.0 0.3 -0.1 0.2861
H -0.877 -3.245 0.400 0.0 0.0 0.0 0.2012
H -4.023 3.011 -0.103 0.0 0.0 0.0 0.5136
S 0.268 -3.843 -2.402 -0.1 -0.1 0.0 -0.4282
H 1.758 -3.034 2.044 0.0 0.0 0.0 0.4751
N 1.216 -5.869 -5.311 0.0 0.0 0.0 -0.4077
H 1.962 2.272 2.320 0.0 0.0 0.0 0.3686
H -3.345 1.924 -1.324 0.0 0.0 0.0 0.3412
C 1.048 3.653 -0.716 0.0 0.0 0.0 -1.6675
H 0.264 4.297 -0.316 0.0 0.0 0.0 0.3525
C 0.368 -0.708 2.406 0.0 0.0 -0.1 -1.3558
C -3.112 1.245 0.717 -0.1 0.0 0.1 1.6575
C 3.853 -3.854 -4.390 0.1 -0.1 -0.3 -0.2675
C 1.650 -4.120 -3.467 0.1 0.4 0.3 0.7244
S -0.577 0.730 -2.382 0.0 0.1 0.1 -0.7310
H -4.302 -0.407 1.430 0.0 0.0 0.0 0.3502
H 3.386 2.161 -0.349 0.0 0.0 0.0 0.5961
H 0.448 -1.291 3.324 0.0 0.0 0.0 0.6044
H 2.644 3.702 1.528 0.0 0.0 0.0 0.4161
H -1.906 2.374 2.104 0.0 0.0 0.0 0.1270
H 0.945 3.690 2.029 0.0 0.0 0.0 0.3580
H -3.652 2.507 2.385 0.0 0.0 0.0 0.5165
H 1.620 -3.146 0.292 0.0 0.0 0.0 0.3979
H -1.791 -1.989 1.270 0.0 0.0 0.0 0.1109
H 2.198 1.276 -1.292 0.0 0.0 0.0 0.0913
Y 0.951 -1.379 -2.109 0.1 -0.5 -0.1 0.2652
C 1.752 3.082 1.620 0.0 0.0 0.0 -1.6943
C -2.849 1.826 2.100 0.0 0.0 0.0 -1.4770
H 2.598 0.755 0.375 0.0 0.0 0.0 0.1931
C 1.631 -2.449 1.133 0.0 0.0 0.0 -1.6550
C 1.413 -5.094 -4.486 0.0 -0.1 -0.3 -0.2995
H 1.940 4.257 -0.883 0.0 0.0 0.0 0.4661
C -0.874 -2.577 1.262 0.0 0.0 0.0 -1.3493
O 0.250 -0.876 -0.041 0.0 0.0 0.1 0.5068
H -5.245 1.018 0.965 0.0 0.0 0.0 0.4272
C 2.445 1.615 -0.281 0.0 0.0 0.0 -1.1618
O 0.133 1.787 0.496 0.0 -0.1 0.0 0.1649
N 4.643 -4.126 -5.179 0.0 0.0 0.0 -0.4100
C 0.337 -1.662 1.224 0.1 0.0 0.0 1.5685
H 1.229 -0.042 2.347 0.0 0.0 0.0 0.1899
O -2.037 0.328 0.415 0.0 -0.1 -0.1 -0.0478
H 2.493 -1.785 1.034 0.0 0.0 0.0 0.2699
S 3.389 -2.263 -2.275 0.1 0.1 0.0 -0.3982
H -2.274 2.942 -0.340 0.0 0.0 0.0 0.1943
C -4.381 0.405 0.707 0.0 0.0 0.0 -1.7453
H 0.713 3.250 -1.672 0.0 0.0 0.0 0.3172
C 2.866 -3.501 -3.418 -0.4 0.1 0.2 0.6465
```
Positions in Å, forces in eV/Å.